--- 1 ---
# C3H8O2S

A 2-piece molecular cluster, C3H8O2S overall (ωB97M-V/def2-TZVPD, the OMol25 dataset).

Results
Gap between HOMO and LUMO   9.546 eV
2S+1   1
Structure (SMILES)   O=CO.CCS

Element x y z (Å)
C: -0.5722 -0.0259 2.3261
C: -0.6452 -0.4386 0.8317
S: 0.3535 -1.8750 0.3608
H: -1.2703 0.7693 2.6007
H: 0.4179 0.3033 2.6176
H: -0.8887 -0.9208 2.8579
H: -1.6763 -0.7668 0.7274
H: -0.4325 0.3531 0.1210
H: 1.5161 -1.2087 0.2675
O: 0.0174 -0.4355 -2.7610
C: 0.3665 0.6912 -2.8524
O: 1.4956 1.1969 -2.2988
H: -0.1797 1.4339 -3.4451
H: 1.4978 0.9233 -1.3533

--- 2 ---
# C3H8O2S

A 2-piece molecular cluster, C3H8O2S overall (ωB97M-V/def2-TZVPD, the OMol25 dataset).

Results
Gap between HOMO and LUMO   9.143 eV
2S+1   1
Structure (SMILES)   O=CO.CSC

Element x y z (Å)
C: -3.0895 2.4140 -2.4907
S: -2.5211 1.7434 -0.8631
C: -2.4058 3.2320 0.0973
H: -4.1162 2.6490 -2.5822
H: -2.4861 1.8802 -3.2844
H: -2.6176 3.3758 -2.7027
H: -2.6173 4.2352 -0.1031
H: -2.9313 3.0581 1.1745
H: -1.2742 3.2917 0.3647
O: 3.9881 -2.7380 0.5167
C: 3.3551 -3.0368 1.5120
O: 3.8580 -4.1689 2.1449
H: 2.4122 -2.6430 1.8285
H: 4.0404 -4.1407 3.1097

Least stable: 2